1.
Density functional theory data (ωB97M-V/def2-TZVPD) for an isolated molecule of C2H2Br2S2 at a distorted geometry.

Structure (XYZ):
```
8
Properties=species:S:1:pos:R:3:lowdin_charge:R:1
Br -3.2039 -0.9826 -0.2048 0.597
C -1.6901 0.0883 0.4163 -0.621
C -0.5141 -0.1219 -0.1860 -0.536
S 0.9527 0.9230 0.2983 0.385
S 2.8024 0.8592 -0.7565 -0.085
Br 3.8329 -0.7561 0.2172 0.141
H -2.0688 0.8987 1.0513 0.054
H -0.1111 -0.9086 -0.8357 0.066
```

Summary:
LUMO level (Eh): -0.026
HOMO-LUMO gap (Eh): 0.3098
Max |F| (eV/A): 2.26
Structure (SMILES): Br/C=C/SSBr
HOMO level (eV): -9.134

---

2.
Density functional theory data (ωB97M-V/def2-TZVPD) for an isolated molecule of C2H4N2O2S at a distorted geometry.

Structure (XYZ):
```
11
Properties=species:S:1:pos:R:3:lowdin_charge:R:1
H 3.0777 0.7108 -0.2605 0.003
N 2.4997 -0.0717 -0.2967 0.068
C 1.2340 0.1029 0.0407 -0.689
N 0.4312 1.2238 -0.1479 -0.133
O -0.6309 1.4832 0.6642 -0.130
S 0.1550 -1.3271 0.2041 0.983
C -1.5413 -0.7263 -0.1148 -0.555
O -2.0622 0.2443 -0.5704 -0.046
H 1.0956 1.9040 -0.5627 0.156
H -1.4344 1.8948 -0.0203 0.225
H -2.3474 -1.4204 0.3835 0.116
```

Summary:
LUMO level (Eh): 0.013
HOMO-LUMO gap (Eh): 0.3523
Max |F| (eV/A): 4.90
Structure (SMILES): [H]/N=C(\NO)SC=O
HOMO level (eV): -9.240

---

3.
Density functional theory data (ωB97M-V/def2-TZVPD) for a structure of composition C25H44MoOP2 at a distorted geometry.

Structure (XYZ):
```
73
Properties=species:S:1:pos:R:3:mulliken_spin:R:1
Mo -0.4699 0.0027 0.2782 0.795
C -1.0126 -1.6110 1.8319 0.043
C 0.3337 -1.9841 1.4363 -0.073
C 0.5552 -0.3427 3.0255 -0.056
C -0.8425 -0.4787 2.7328 0.006
C 1.2660 -1.2765 2.2858 0.090
C -2.1801 -2.5735 1.9437 0.016
H -1.9095 -3.5269 1.4754 0.000
H -3.0796 -2.1512 1.4789 -0.001
H -2.4260 -2.7913 2.9973 0.000
C -1.9554 0.0468 3.5768 -0.007
H -2.8973 -0.4614 3.3508 0.001
H -2.1114 1.1163 3.4078 -0.003
H -1.7648 -0.0872 4.6562 -0.002
C 1.1679 0.5699 4.0353 -0.008
H 2.0620 0.0961 4.4648 -0.001
H 0.4751 0.8005 4.8518 0.001
H 1.5048 1.5120 3.5808 0.004
C 2.7291 -1.5530 2.4716 0.003
H 2.9395 -1.7731 3.5356 0.001
H 3.3414 -0.6631 2.2176 0.010
H 3.0499 -2.3982 1.8552 -0.001
C 0.6847 -3.1849 0.6326 -0.005
H 1.4415 -3.8152 1.1159 0.001
H 1.0931 -2.9215 -0.3456 0.001
H -0.1694 -3.8309 0.4383 0.000
C -1.0626 1.3158 -1.9779 0.746
C -1.8877 0.1614 -2.4426 -0.141
C -1.4406 -0.5849 -3.7298 0.016
C 0.0443 -0.5843 -4.0452 0.004
C 0.9458 -0.2940 -2.8851 -0.038
C 1.5401 0.8985 -2.6500 0.137
C 1.0235 2.2811 -2.9775 -0.013
C -0.4844 2.1743 -3.0935 0.107
H -1.9705 -0.0836 -4.5540 0.004
H 0.2714 0.0976 -4.8692 -0.002
H -1.8131 -1.6172 -3.7206 -0.001
H -0.7256 1.7998 -4.0931 0.014
H -1.6299 2.0137 -1.3327 -0.116
H -2.8866 0.5216 -2.7776 0.057
H -0.9098 3.1865 -3.0295 -0.003
H 1.2768 2.9953 -2.1840 -0.006
H 2.5909 0.9097 -2.3895 -0.008
H 1.4616 2.7179 -3.8890 -0.005
H 0.2866 -1.5839 -4.4230 0.000
H 1.4698 -1.2071 -2.5691 0.005
P -2.3994 -0.7739 -0.9834 0.031
C -3.7834 0.2004 -0.2987 -0.006
C -2.7603 -2.4642 -1.4119 -0.001
P 3.0610 0.8186 0.5618 0.068
C 1.5205 0.1985 -0.1691 0.345
C 4.1594 -0.1958 -0.5100 0.034
C 2.8294 2.5529 -0.0247 0.044
H -3.4379 1.2098 0.0036 0.002
H -4.1544 -0.3249 0.5978 0.001
H -4.5522 0.2783 -1.0908 0.002
H -2.0565 -2.8154 -2.1909 0.000
H -3.8035 -2.5041 -1.7795 -0.001
H -2.6433 -3.0893 -0.5164 0.001
H 3.2106 2.6658 -1.0508 0.001
H 3.4154 3.1745 0.6775 -0.002
H 1.7752 2.8756 0.0155 -0.006
H 0.8312 0.9789 -0.7113 -0.027
H 1.5992 -0.8057 -0.6480 -0.006
H 5.0492 -0.4049 0.0951 -0.002
H 4.4259 0.3709 -1.4034 0.002
H 3.7121 -1.1566 -0.7926 -0.004
C -0.5903 2.8787 2.4367 -0.003
C -0.7020 2.2394 1.0389 -0.064
O -0.9335 3.0213 0.1284 0.017
H -1.5271 3.4220 2.6639 -0.001
H 0.2250 3.6223 2.4038 0.001
H -0.3957 2.1885 3.2597 0.000
```

Summary:
<S²>: 2.09
Multiplicity: 3
LUMO level (spin up / spin down) (Eh): -0.278 / -0.296
HOMO-LUMO gap (spin up / spin down) (Eh): 0.2161 / 0.1995
Max |F| (eV/A): 6.43
HOMO level (spin up / spin down) (eV): -13.451 / -13.495
Net charge: +2

---

Among the records above, which one has the highest max |F|?
C25H44MoOP2

---

Among the records above, which one has the lowest max |F|?
C2H2Br2S2

---

The highest max |F| belongs to which entry?
C25H44MoOP2